Density functional theory data (ωB97M-V with the def2-TZVPD basis set) for a molecular structure, C58H53N6S3Ti.

Each line ends with the Löwdin charge.
CARTESIAN COORDINATES (ANGSTROEM)
Ti (-0.491, 0.715, 1.459)  0.927
C (-2.187, 2.183, 5.181)  -0.055
C (-2.558, 0.873, 4.490)  -0.370
C (-3.452, 0.043, 5.422)  -0.040
C (-1.370, 0.008, 4.098)  -0.241
C (-0.107, 0.158, 4.684)  -0.026
C (0.845, -0.852, 4.608)  -0.019
C (0.576, -2.056, 3.958)  -0.272
C (1.530, -3.215, 4.031)  -0.028
C (-0.628, -2.163, 3.273)  -0.045
C (-1.569, -1.138, 3.305)  -0.081
H (-3.091, 2.758, 5.373)  0.092
H (-1.518, 2.804, 4.587)  0.050
H (-1.715, 2.000, 6.145)  0.088
H (-3.137, 1.097, 3.589)  0.115
H (-2.911, -0.217, 6.332)  0.094
H (-3.781, -0.880, 4.948)  0.079
H (-4.333, 0.615, 5.704)  0.087
H (0.117, 1.046, 5.260)  0.116
H (1.795, -0.718, 5.111)  0.124
H (2.558, -2.887, 4.164)  0.072
H (1.474, -3.838, 3.138)  0.069
H (1.280, -3.845, 4.886)  0.098
H (-0.848, -3.070, 2.714)  0.111
H (-2.531, -1.284, 2.817)  0.121
C (2.949, 4.387, 3.963)  -0.058
C (1.725, 5.043, 4.031)  -0.051
C (0.593, 4.475, 3.475)  -0.013
C (0.701, 3.242, 2.844)  -0.248
C (1.918, 2.569, 2.784)  -0.035
C (3.045, 3.150, 3.341)  -0.064
N (-0.422, 2.583, 2.272)  -0.082
N (-1.433, 3.286, 2.032)  0.125
C (-2.540, 2.605, 1.505)  -0.317
C (-3.683, 3.380, 1.319)  -0.016
C (-4.831, 2.790, 0.829)  -0.062
C (-4.825, 1.434, 0.517)  -0.056
C (-3.676, 0.668, 0.701)  -0.108
C (-2.508, 1.218, 1.209)  -0.199
H (3.826, 4.838, 4.403)  0.113
H (1.654, 5.998, 4.528)  0.115
H (-0.368, 4.968, 3.526)  0.115
H (1.986, 1.601, 2.284)  0.087
H (3.995, 2.640, 3.291)  0.109
H (-3.652, 4.429, 1.581)  0.122
H (-5.728, 3.376, 0.693)  0.113
H (-5.722, 0.972, 0.128)  0.111
H (-3.716, -0.389, 0.450)  0.093
N (0.995, -0.615, 1.090)  -0.339
S (1.382, -1.611, 0.093)  0.814
N (1.528, -1.221, -1.494)  -0.345
S (0.510, -1.022, -2.631)  0.893
N (-0.655, -0.006, -2.513)  -0.350
S (-0.453, 1.447, -1.777)  0.817
N (-0.202, 1.463, -0.340)  -0.335
C (-1.940, 2.251, -2.310)  -0.313
C (-2.876, 1.655, -3.142)  -0.060
C (-4.011, 2.375, -3.486)  -0.049
C (-4.192, 3.662, -3.002)  -0.046
C (-3.246, 4.243, -2.168)  -0.049
C (-2.112, 3.535, -1.809)  -0.059
C (0.843, 2.276, -2.664)  -0.320
C (0.684, 2.587, -4.008)  -0.057
C (1.724, 3.222, -4.664)  -0.048
C (2.890, 3.540, -3.976)  -0.049
C (3.027, 3.227, -2.632)  -0.048
C (1.994, 2.588, -1.961)  -0.055
C (-0.330, -2.508, -3.100)  -0.327
C (-1.700, -2.528, -3.303)  -0.058
C (-2.294, -3.723, -3.682)  -0.041
C (-1.522, -4.865, -3.840)  -0.036
C (-0.148, -4.826, -3.631)  -0.036
C (0.460, -3.639, -3.263)  -0.053
C (1.554, -0.663, -4.017)  -0.314
C (2.894, -0.364, -3.836)  -0.053
C (3.654, -0.054, -4.955)  -0.044
C (3.074, -0.052, -6.214)  -0.041
C (1.726, -0.355, -6.375)  -0.042
C (0.951, -0.657, -5.270)  -0.055
C (3.025, -2.210, 0.351)  -0.320
C (3.566, -1.946, 1.601)  -0.062
C (4.842, -2.408, 1.888)  -0.042
C (5.548, -3.128, 0.936)  -0.041
C (4.993, -3.382, -0.314)  -0.045
C (3.723, -2.919, -0.617)  -0.073
C (0.317, -3.037, 0.132)  -0.313
C (0.812, -4.313, 0.346)  -0.054
C (-0.090, -5.361, 0.496)  -0.041
C (-1.453, -5.121, 0.438)  -0.043
C (-1.934, -3.831, 0.235)  -0.053
C (-1.048, -2.779, 0.088)  -0.103
H (-2.713, 0.660, -3.523)  0.090
H (-4.748, 1.931, -4.138)  0.115
H (-5.076, 4.219, -3.278)  0.117
H (-3.393, 5.247, -1.795)  0.120
H (-1.370, 3.969, -1.154)  0.122
H (-0.234, 2.348, -4.527)  0.123
H (1.623, 3.481, -5.708)  0.119
H (3.691, 4.049, -4.492)  0.117
H (3.931, 3.491, -2.102)  0.116
H (2.058, 2.338, -0.910)  0.106
H (-2.282, -1.634, -3.157)  0.098
H (-3.360, -3.761, -3.851)  0.119
H (-1.991, -5.791, -4.137)  0.120
H (0.448, -5.716, -3.764)  0.121
H (1.529, -3.589, -3.115)  0.113
H (3.324, -0.374, -2.848)  0.109
H (4.702, 0.182, -4.840)  0.120
H (3.675, 0.181, -7.081)  0.119
H (1.282, -0.359, -7.359)  0.120
H (-0.096, -0.899, -5.380)  0.123
H (2.991, -1.376, 2.315)  0.093
H (5.283, -2.206, 2.854)  0.119
H (6.540, -3.489, 1.162)  0.119
H (5.556, -3.935, -1.053)  0.118
H (3.289, -3.094, -1.589)  0.099
H (1.876, -4.491, 0.404)  0.113
H (0.279, -6.362, 0.669)  0.120
H (-2.148, -5.938, 0.566)  0.118
H (-2.999, -3.649, 0.196)  0.120
H (-1.411, -1.759, -0.053)  0.106

* frontier orbital gap (spin up / spin down): 7.0 / 7.6 eV
* largest force on an atom: 0.01758 hartree/bohr
* spin multiplicity: 2
* net charge: +2
* DFT total energy: -125549.8061 eV